[1]
Density functional theory data (wB97M-V/def2-TZVPD) for a structure of composition C23H40BIN9OS in a non-equilibrium geometry.

Net charge: +1
Electronic energy in a.u.: -2188.4619
HOMO level in eV: -12.231
Gap between HOMO and LUMO in eV: 7.922

Geometry (Å):
1 C -2.261350 2.359388 -2.801041
2 C -3.191894 1.526699 -1.734316
3 B -2.369247 0.143631 -1.260283
4 O -2.984533 -1.141024 -1.646345
5 S -0.798160 0.388181 -0.262746
6 C 0.485601 -0.937929 -0.576339
7 I 1.709245 -1.039527 1.287773
8 C -0.108633 -2.450584 -0.788388
9 C 0.176874 -2.870187 -2.350016
10 H -2.710374 2.326814 -3.905313
11 H -1.172100 1.922810 -2.847422
12 H -2.200114 3.479445 -2.449303
13 H -4.250206 1.255284 -2.177862
14 H -3.349545 2.164651 -0.751614
15 H -2.896810 -1.305915 -2.630697
16 H -1.165611 0.228484 1.106521
17 H 1.225795 -0.639929 -1.435666
18 H -1.208875 -2.611674 -0.424132
19 H 0.563989 -3.179981 -0.124822
20 H -0.238469 -2.036276 -3.071044
21 H -0.241292 -3.948711 -2.624745
22 H 1.356917 -2.882504 -2.530343
23 C -4.337998 -4.093814 -0.394820
24 C -3.899999 -5.343527 -1.141061
25 N -3.536598 -6.380241 -1.760134
26 H -5.316352 -3.766756 -0.757451
27 H -4.407146 -4.304075 0.676033
28 H -3.612719 -3.291167 -0.553975
29 C 3.183059 -4.767645 2.429072
30 C 2.339983 -4.927262 1.174380
31 N 1.640626 -5.059665 0.133489
32 H 2.634102 -4.187295 3.175721
33 H 3.420759 -5.750201 2.845963
34 H 4.114616 -4.248036 2.188635
35 C 2.478493 3.585736 0.351299
36 C 1.720123 2.326890 -0.036889
37 N 1.091034 1.282570 -0.358954
38 H 1.801101 4.444098 0.350797
39 H 2.906018 3.470006 1.351071
40 H 3.286346 3.769251 -0.362352
41 C 2.018759 -0.075940 -4.831287
42 C 0.620695 0.190207 -5.365224
43 N -0.539089 0.410997 -5.808213
44 H 2.211539 0.555858 -3.959900
45 H 2.112347 -1.125231 -4.538126
46 H 2.760988 0.145708 -5.603018
47 C -6.679420 -7.240475 -1.285797
48 C -8.077485 -6.974329 -1.819735
49 N -9.237268 -6.753538 -2.262724
50 H -6.486639 -6.608677 -0.414411
51 H -6.585832 -8.289767 -0.992637
52 H -5.937190 -7.018828 -2.057528
53 C -0.095298 6.355038 2.239910
54 C 1.199477 5.820557 2.830158
55 N 2.273572 5.377162 3.319859
56 H 0.115726 7.208731 1.590045
57 H -0.587951 5.574403 1.653722
58 H -0.766292 6.675179 3.041706
59 C 5.684368 3.358809 -2.737785
60 C 4.925998 2.099964 -3.125973
61 N 4.296909 1.055643 -3.448038
62 H 5.006977 4.217172 -2.738286
63 H 6.111893 3.243079 -1.738013
64 H 6.492221 3.542325 -3.451436
65 C -0.261265 0.650602 4.726016
66 C -1.210414 1.485295 3.881675
67 N -1.997783 2.177718 3.181188
68 H 0.146926 1.257865 5.538580
69 H -0.794762 -0.203180 5.152809
70 H 0.562342 0.282978 4.107852
71 C 3.784408 5.122370 6.146208
72 C 3.847858 4.339362 7.447507
73 N 3.900461 3.689762 8.527016
74 H 3.618111 6.182407 6.356715
75 H 4.724053 5.011244 5.598089
76 H 2.964402 4.749512 5.526397

Atoms 1-6, force components in eV/Å:
C -0.081 0.503 -0.334
C 0.522 -0.194 0.660
B -4.622 -1.568 -1.945
O 2.713 2.218 -0.524
S -1.905 -1.207 0.853
C -0.381 -3.175 -0.026

[2]
Density functional theory data (wB97M-V/def2-TZVPD) for a cluster of 5 separate species, C23H40Br2Cl2O11 in total in a non-equilibrium geometry.

Electronic energy in a.u.: -7796.4022
HOMO level in eV: -8.975
Gap between HOMO and LUMO in eV: 9.358

Geometry (Å):
1 C 1.109465 -3.983078 -2.280933
2 C 1.711112 -2.673547 -2.653911
3 Br 3.331928 -2.745193 -3.621152
4 C 1.142143 -1.529334 -2.297281
5 Br 1.942535 0.126846 -2.751870
6 O -0.007049 -1.618642 -1.549506
7 C -0.922489 -0.600097 -1.650637
8 O -0.687210 0.492802 -1.196478
9 O -2.171300 -0.844045 -2.103146
10 C -2.471380 -1.932752 -2.940390
11 Cl -1.250229 -2.239704 -4.207660
12 C -2.938253 -3.196087 -2.138158
13 C -2.440547 -3.255957 -0.701900
14 Cl -2.582253 -4.726364 -3.003485
15 H 1.388034 -4.755860 -2.982235
16 H 1.386574 -4.254112 -1.269072
17 H 0.032384 -3.915081 -2.289656
18 H -3.323825 -1.621046 -3.518737
19 H -4.015075 -3.164915 -2.109555
20 H -1.410536 -2.964962 -0.564407
21 H -2.504420 -4.290327 -0.388950
22 H -3.109197 -2.714219 -0.046590
23 O -5.152472 2.692436 3.199379
24 C -4.636120 2.918642 2.139297
25 O -4.108116 1.894120 1.447176
26 C -3.573709 2.001110 0.124696
27 C -2.161600 2.546148 0.115789
28 C -4.500909 4.324153 1.610810
29 H -4.243761 2.573797 -0.518794
30 H -3.567842 0.980460 -0.255052
31 H -2.113106 3.560593 0.518694
32 H -1.775563 2.560906 -0.896786
33 H -1.509665 1.926642 0.728742
34 H -3.687869 4.821301 2.131292
35 H -5.427168 4.858709 1.807115
36 H -4.318846 4.385190 0.540893
37 O 4.154635 -5.703339 -5.733483
38 C 5.231058 -5.282188 -6.041775
39 O 6.326388 -6.011771 -5.758229
40 C 7.641201 -5.657648 -6.188497
41 C 8.269765 -4.612216 -5.289456
42 C 5.380902 -3.919583 -6.679102
43 H 7.633476 -5.358527 -7.238117
44 H 8.218304 -6.578440 -6.130653
45 H 7.700686 -3.682944 -5.288016
46 H 9.287109 -4.390797 -5.612804
47 H 8.297462 -4.970636 -4.260621
48 H 5.280833 -3.157049 -5.907954
49 H 4.585837 -3.795145 -7.409866
50 H 6.320147 -3.766073 -7.205276
51 O -2.496372 6.854220 2.308739
52 C -1.712803 6.690746 3.201806
53 O -0.808263 7.650473 3.454158
54 C 0.090019 7.617009 4.565434
55 C 1.296394 6.741576 4.293303
56 C -1.681965 5.404036 3.998628
57 H -0.438681 7.332368 5.476624
58 H 0.413779 8.646802 4.701393
59 H 1.013522 5.704780 4.113120
60 H 1.985691 6.767246 5.137383
61 H 1.818282 7.089045 3.401933
62 H -1.192115 4.635117 3.401704
63 H -2.706072 5.098992 4.203786
64 H -1.176014 5.483034 4.957266
65 O -3.031928 -1.645507 2.290616
66 C -2.294913 -1.123393 3.080158
67 O -1.336141 -1.873675 3.658934
68 C -0.328040 -1.336136 4.514596
69 C -0.833810 -1.131004 5.928092
70 C -2.459827 0.324784 3.476097
71 H 0.094425 -0.426451 4.084302
72 H 0.468191 -2.078384 4.519552
73 H -1.659538 -0.421251 5.963597
74 H -0.034488 -0.760894 6.570885
75 H -1.204370 -2.072234 6.333827
76 H -3.289824 0.414452 4.175118
77 H -2.687396 0.896301 2.583597
78 H -1.569217 0.765770 3.921655

Atoms 1-6, force components in eV/Å:
C -0.130 -0.028 -0.071
C -0.005 -0.115 0.045
Br -0.172 -0.010 0.174
C 1.212 0.027 -0.498
Br -0.512 -0.056 0.273
O -0.920 0.478 -0.705

[3]
Density functional theory data (wB97M-V/def2-TZVPD) for a structure of composition C23H40Cl3N4O3ScSi in a non-equilibrium geometry.

Electronic energy in a.u.: -3776.2777
ΔE to the lowest compared entry with this formula, charge and spin in eV: 0.0000
HOMO level in eV: -8.140
Gap between HOMO and LUMO in eV: 8.368

Geometry (Å):
1 C -1.491171 -1.892851 -2.323672
2 C -1.048171 -2.922451 -1.335472
3 H -1.215771 -2.128651 -3.348172
4 H -1.080871 -0.918351 -2.065272
5 H -2.577971 -1.783851 -2.290072
6 C -0.589771 -4.139751 -1.634772
7 C -0.415771 -4.744351 -2.986772
8 H -0.323971 -4.793351 -0.810772
9 H -0.648671 -4.059351 -3.797272
10 H -1.055371 -5.622351 -3.106072
11 H 0.609229 -5.095351 -3.132372
12 Sc -0.042271 0.166649 1.083228
13 Cl -2.287571 0.308249 1.638228
14 Cl -0.316271 1.383849 -0.874972
15 H 0.633829 4.685549 4.311728
16 H -1.470271 5.647049 3.091128
17 C 0.978529 4.378549 3.323928
18 C -1.019971 5.276049 2.169728
19 N -0.149471 4.153549 2.443528
20 H 1.543929 3.458549 3.408428
21 C -0.373671 2.959249 1.888828
22 O 0.341229 1.964849 2.094628
23 H -1.812171 4.970249 1.493828
24 H -1.238971 2.907449 1.230228
25 H 1.620229 5.162149 2.920928
26 H -0.461671 6.090049 1.706328
27 H 1.455429 -1.541051 -2.232772
28 H 2.388229 -3.581951 -1.077772
29 C 2.255629 -0.940251 -1.808272
30 C 3.209629 -2.948551 -0.742272
31 N 2.745929 -1.585051 -0.602772
32 H 1.855929 0.034849 -1.561172
33 C 2.562629 -1.044651 0.593728
34 O 2.060729 0.070949 0.816128
35 H 3.573629 -3.320451 0.211428
36 H 2.926129 -1.669251 1.420728
37 H 3.068229 -0.852151 -2.528972
38 H 4.017229 -2.999951 -1.471072
39 O -0.060071 -1.534351 0.294228
40 C -1.124171 -2.421951 0.100928
41 C 0.068629 -3.956051 1.717528
42 C -1.117171 -3.527451 1.131128
43 H 0.983029 -3.449251 1.447028
44 C 0.075529 -4.996051 2.635928
45 H -2.078071 -1.893051 0.205028
46 C -2.304171 -4.148451 1.507928
47 H 1.011029 -5.325051 3.072428
48 C -1.113071 -5.617451 2.995228
49 C -2.306471 -5.182551 2.432628
50 H -3.235671 -3.814651 1.067228
51 H -1.111471 -6.429851 3.711028
52 H -3.240171 -5.653651 2.712728
53 Si -0.438571 5.010649 -4.653172
54 Cl -0.691971 3.598349 -6.189472
55 C 1.375629 5.027449 -4.211772
56 C -1.492171 4.457549 -3.214372
57 C -0.999071 6.661549 -5.321772
58 H 1.708629 4.049249 -3.869372
59 H 1.571529 5.744849 -3.413972
60 H 1.988029 5.305549 -5.067572
61 H -0.411471 6.957049 -6.189072
62 H -0.892471 7.439749 -4.565272
63 H -2.044471 6.631349 -5.623872
64 H -1.190371 3.474249 -2.858072
65 H -2.543071 4.401449 -3.492372
66 H -1.404071 5.156049 -2.381372
67 N -0.169571 -1.033151 5.258028
68 C 0.827329 -1.856651 4.913428
69 C 1.086429 -1.683651 3.573328
70 N 0.239129 -0.757051 3.070028
71 C -0.504871 -0.377051 4.135028
72 H -0.592971 -0.918051 6.205428
73 H 1.335829 -2.530251 5.590328
74 H 1.845329 -2.220651 3.053728
75 H -1.276971 0.377349 4.105228

Atoms 1-6, force components in eV/Å:
C -0.068 0.059 -0.143
C 0.078 -0.406 0.014
H 0.030 -0.019 -0.071
H 0.073 0.083 0.024
H -0.055 -0.012 0.020
C -0.093 0.220 0.195